Computed, not measured: one molecule with the formula C3H3Cl2F at a distorted geometry, with ωB97M-V/def2-TZVPD.

E_LUMO (eV): 0.84
Relative energy (zero: lowest compared OMol25 entry of this formula, charge and spin) (kJ/mol): 93.2
HOMO level (eV): -9.734
Gap between HOMO and LUMO (eV): 10.569

Geometry (Å):
F1 0.391205 0.698349 -1.644670
C1 0.300848 0.188056 -0.359132
C2 1.319624 0.276222 0.474316
Cl1 2.756193 1.113060 0.177367
C3 -1.159803 -0.536871 -0.163355
Cl2 -2.075061 0.454161 1.063153
H1 0.972645 -0.192795 1.490258
H2 -1.038123 -1.452778 0.198702
H3 -1.467532 -0.547400 -1.236635

Forces on atoms 1 to 2 (eV/Å):
F -0.10 -0.40 1.28
C -1.79 -0.71 -1.64

Partial atomic charges computed with the Löwdin method, in multiples of e:
1 F -0.013
2 C -0.386
3 C -0.597
4 Cl 0.677
5 C -0.439
6 Cl 0.529
7 H 0.127
8 H 0.003
9 H 0.098